{
  "formula": "C28H30F5N7O2S2Tb",
  "method": "ωB97M-V/def2-TZVPD",
  "total_energy_ha": -3738.85999,
  "de_lowest_kj_mol": 88.7,
  "spin_multiplicity": 8,
  "lumo_energy_ev": [0.0, 0.0],
  "species": ["Tb", "O", "N", "C", "C", "C", "C", "C", "S", "H", "H", "H", "H", "C", "N", "C", "C", "N", "C", "S", "C", "C", "C", "C", "C", "N", "H", "H", "H", "H", "H", "H", "H", "H", "H", "C", "N", "C", "C", "O", "N", "C", "C", "H", "H", "H", "H", "H", "H", "H", "H", "H", "H", "H", "H", "N", "C", "C", "C", "C", "C", "C", "C", "H", "H", "H", "H", "H", "F", "C", "F", "C", "F", "F", "F"],
  "coordinates": [[-0.484872, 0.543813, 0.915336], [1.392338, 1.601947, 0.244878], [2.502645, 2.088895, 0.763627], [3.514978, 2.393998, -0.058644], [4.699431, 2.898396, 0.412990], [4.828610, 3.113936, 1.788986], [3.784801, 2.809578, 2.621552], [2.578648, 2.287536, 2.118947], [1.227341, 1.918261, 3.056322], [3.308809, 2.223779, -1.104651], [5.497852, 3.150701, -0.267253], [5.743350, 3.529548, 2.182465], [3.840942, 2.972492, 3.685282], [2.949298, -1.480683, -3.095652], [3.167414, -1.375588, -1.683468], [4.353290, -1.537825, -1.033587], [4.124808, -1.405074, 0.291186], [2.766130, -1.173317, 0.480554], [2.177765, -1.143962, -0.767616], [0.589604, -0.913697, -1.275387], [2.165928, -1.121054, 1.734521], [2.947385, -0.920121, 2.883113], [2.377882, -1.072178, 4.123466], [1.028113, -1.462417, 4.199302], [0.302566, -1.539292, 3.036721], [0.813883, -1.331345, 1.802280], [3.731690, -2.098775, -3.528698], [2.957357, -0.497604, -3.571873], [1.971858, -1.931702, -3.263097], [5.265236, -1.734476, -1.556848], [4.798168, -1.511539, 1.113084], [3.971012, -0.592668, 2.785921], [2.944907, -0.877495, 5.019343], [0.557780, -1.639364, 5.150731], [-0.751636, -1.803774, 3.058151], [-3.712326, 3.049681, -3.077710], [-2.961285, 1.918766, -2.571259], [-3.781185, 0.892954, -1.963019], [-1.682576, 2.063701, -2.086483], [-1.353130, 1.625927, -0.973103], [-0.795778, 2.672408, -2.910380], [-0.983800, 2.797701, -4.338965], [0.581240, 2.792376, -2.486557], [-4.454110, 3.358456, -2.335182], [-4.237097, 2.768831, -3.992650], [-3.056194, 3.891061, -3.272979], [-4.414960, 0.465239, -2.740222], [-4.412975, 1.282556, -1.163048], [-3.131052, 0.119347, -1.555373], [-1.899610, 2.306538, -4.651699], [-0.144216, 2.318232, -4.849502], [-1.004519, 3.851399, -4.631529], [0.619904, 2.838302, -1.399788], [1.016690, 3.692029, -2.917694], [1.147289, 1.912397, -2.809842], [-2.008853, -1.246744, 0.533924], [-2.402465, -2.343056, 0.560496], [-2.863499, -3.650643, 0.551667], [-3.158248, -4.332872, 1.752594], [-3.607810, -5.631954, 1.707541], [-3.777384, -6.280355, 0.487025], [-3.493893, -5.612977, -0.701699], [-3.040189, -4.315884, -0.681769], [-3.029161, -3.829900, 2.699448], [-3.831263, -6.156474, 2.626985], [-4.125881, -7.301038, 0.460709], [-3.630783, -6.118140, -1.648051], [-2.812706, -3.796220, -1.600786], [-2.981174, -0.044004, 2.921417], [-1.895127, 0.866890, 2.810754], [-1.619016, 1.181944, 4.141807], [-2.541557, 2.102215, 2.184313], [-1.574128, 2.920532, 1.635343], [-3.268663, 1.710652, 1.103219], [-3.323822, 2.891198, 2.920063]],
  "forces_ev_per_angstrom": [[1.568, 1.059, -0.119], [0.983, 0.376, -0.418], [-0.030, 0.033, 0.290], [0.500, 0.136, -0.325], [-0.091, 0.053, -0.056], [-0.060, -0.060, 0.035], [0.311, 0.085, -0.194], [-0.705, -0.118, 0.215], [-0.109, 0.061, 0.214], [-0.025, -0.082, -0.016], [-0.029, -0.051, -0.104], [0.095, 0.022, 0.090], [-0.015, 0.008, 0.086], [-0.129, 0.035, -0.439], [-0.409, 0.076, 0.897], [0.462, 0.069, 0.813], [0.295, -0.160, -0.376], [0.374, 0.066, -1.831], [-0.631, -0.061, -0.311], [0.189, -0.466, -0.476], [-1.317, -0.114, 1.793], [-0.125, -0.033, -0.895], [-0.728, -0.257, 0.107], [0.569, 0.323, -0.119], [-0.054, -0.169, 0.101], [1.589, -0.549, -0.106], [0.044, -0.019, 0.002], [-0.026, -0.020, 0.030], [0.110, -0.003, -0.047], [0.209, -0.041, -0.061], [0.133, -0.005, 0.100], [0.110, -0.039, 0.039], [0.089, -0.024, 0.062], [-0.130, -0.014, 0.112], [0.040, 0.163, 0.030], [0.002, -0.032, -0.017], [-0.047, -0.071, 0.166], [0.102, -0.185, 0.055], [0.118, -0.048, 0.124], [-0.274, 0.245, -1.116], [-0.021, -0.007, -0.014], [-0.047, 0.005, -0.094], [0.031, 0.066, 0.438], [-0.009, 0.046, -0.003], [-0.034, 0.114, -0.070], [0.000, 0.055, -0.064], [-0.091, -0.067, 0.013], [0.008, 0.021, 0.088], [-0.177, 0.023, 0.003], [0.009, 0.036, -0.049], [-0.019, 0.008, -0.002], [-0.049, -0.058, -0.087], [0.127, -0.015, -0.129], [0.018, 0.073, -0.056], [0.053, 0.034, 0.045], [-1.581, -2.816, -0.072], [1.194, 3.430, -0.063], [-0.842, -2.416, -0.051], [0.264, 0.696, -0.535], [-0.143, -0.479, -0.169], [0.123, 0.344, 0.002], [-0.171, -0.463, 0.123], [0.207, 0.645, 0.585], [0.018, 0.093, 0.032], [0.008, 0.029, 0.013], [-0.047, -0.092, 0.008], [0.009, -0.006, -0.016], [0.030, 0.058, -0.037], [0.014, 0.113, 0.159], [-1.142, -0.087, 1.523], [-0.006, 0.127, -0.388], [-0.305, 0.630, -0.407], [-0.230, -0.193, 0.542], [-0.147, -0.081, 0.218], [-0.013, -0.056, 0.180]],
  "lowdin_spin": [6.66, 0.00, 0.00, 0.00, 0.00, 0.00, 0.00, 0.00, 0.00, 0.00, 0.00, 0.00, 0.00, 0.00, 0.00, 0.00, 0.00, 0.01, 0.02, 0.02, 0.08, 0.00, 0.08, 0.00, 0.05, 0.05, 0.00, 0.00, 0.00, 0.00, 0.00, 0.00, 0.01, 0.00, 0.00, 0.00, 0.00, 0.00, 0.00, 0.01, 0.00, 0.00, 0.00, 0.00, 0.00, 0.00, 0.00, 0.00, 0.00, 0.00, 0.00, 0.00, 0.00, 0.00, 0.00, 0.00, 0.00, 0.00, 0.00, 0.00, 0.00, 0.00, 0.00, 0.00, 0.00, 0.00, 0.00, 0.00, 0.00, -0.02, 0.00, 0.00, 0.01, 0.00, 0.00]
}

{
  "formula": "C28H30N2O3S2SiSr",
  "method": "ωB97M-V/def2-TZVPD",
  "total_energy_ha": -2536.61300,
  "de_lowest_kj_mol": 52.5,
  "charge": -1,
  "spin_multiplicity": 2,
  "lumo_energy_ev": [2.2, 2.2],
  "species": ["Sr", "O", "C", "C", "C", "C", "C", "C", "N", "H", "H", "H", "H", "H", "H", "H", "O", "N", "C", "C", "C", "C", "C", "S", "H", "H", "H", "H", "O", "S", "C", "C", "C", "C", "C", "C", "C", "C", "C", "C", "C", "C", "H", "H", "H", "H", "H", "H", "H", "H", "H", "H", "C", "Si", "C", "C", "C", "C", "H", "H", "H", "H", "H", "H", "H", "H", "H"],
  "coordinates": [[-0.460616, 1.271075, -0.865968], [-0.372683, 3.507758, 0.784704], [-1.392553, 3.115629, 1.720047], [-0.760056, 2.430853, 2.832216], [-1.271291, 2.627560, 4.142529], [-0.521127, 2.362631, 5.250655], [0.739498, 1.776221, 5.054598], [1.100308, 1.465290, 3.739626], [0.398172, 1.761356, 2.623308], [-0.755219, 4.256498, 0.300599], [-2.187052, 2.366714, 1.127546], [-2.002489, 3.966466, 2.073047], [-2.229709, 3.098637, 4.161526], [-0.901711, 2.496700, 6.260936], [1.435331, 1.570117, 5.860881], [1.979596, 0.806825, 3.574520], [-0.247060, -0.250665, -2.526403], [0.717698, -0.322632, -3.468264], [0.819627, -1.476020, -4.216929], [1.973572, -1.667702, -4.984668], [2.913015, -0.648774, -5.142066], [2.658967, 0.593461, -4.573823], [1.590228, 0.768093, -3.665138], [1.248943, 2.230107, -2.789049], [0.113542, -2.235146, -4.010837], [2.100327, -2.636693, -5.433396], [3.855929, -0.794389, -5.598991], [3.319829, 1.449851, -4.705153], [2.467165, -1.418910, 0.299720], [2.241648, -1.985883, 1.643840], [3.304051, -3.405447, 1.729700], [4.113549, -3.762462, 2.792869], [5.194952, -4.609373, 2.510548], [5.608840, -4.813276, 1.206925], [4.653627, -4.714337, 0.213515], [3.538520, -3.931296, 0.455121], [0.647404, -2.635409, 1.792971], [-0.055024, -3.073623, 0.687740], [-1.164650, -3.883779, 0.936903], [-1.546560, -4.171279, 2.278146], [-1.015757, -3.443148, 3.333947], [0.140937, -2.748042, 3.099271], [3.951938, -3.424611, 3.821155], [5.745798, -5.069962, 3.330199], [6.622200, -5.131116, 1.014322], [4.710998, -5.302139, -0.708134], [2.820455, -3.711430, -0.331078], [0.257711, -2.843670, -0.312758], [-1.793876, -4.284701, 0.164348], [-2.263749, -4.945646, 2.440220], [-1.461012, -3.467538, 4.334309], [0.621859, -2.176439, 3.888239], [-4.577234, 2.331512, -3.642100], [-4.039059, 3.460779, -2.270072], [-5.430238, 4.742509, -2.140418], [-2.652274, 4.548115, -2.744500], [-3.304288, 2.398323, -0.873404], [-2.978661, 1.822622, 0.157388], [-4.927562, 2.899391, -4.572304], [-5.380942, 1.683073, -3.254765], [-3.711549, 1.738439, -3.954014], [-5.755760, 5.040350, -3.159443], [-5.191778, 5.675743, -1.560194], [-6.323996, 4.315370, -1.624130], [-2.852904, 5.253955, -3.556934], [-1.743895, 3.978424, -3.079587], [-2.333887, 5.175115, -1.873627]],
  "forces_ev_per_angstrom": [[-0.484, -0.027, 1.961], [-0.421, 0.516, -0.792], [-0.774, -0.265, -0.026], [1.425, 0.054, 1.617], [0.080, 0.172, -1.313], [0.615, -0.914, 0.356], [-0.169, 0.250, -0.866], [0.307, -1.159, -0.156], [-0.646, 0.508, 0.914], [0.273, -0.292, 0.023], [1.442, 1.077, 1.777], [0.417, -0.148, -0.206], [-0.529, 0.236, 0.455], [0.020, 0.251, -0.208], [-0.230, -0.107, -0.057], [-0.449, 0.743, 0.021], [1.109, -0.558, -1.923], [-0.006, -0.103, -0.245], [2.255, 1.831, 0.566], [-0.976, 0.058, 0.309], [-1.059, 0.825, 1.002], [-0.262, -0.319, 0.593], [-1.317, -0.542, 0.215], [0.929, -0.051, -1.046], [-0.675, -0.433, 0.192], [0.104, -0.140, -0.146], [0.578, -0.298, -0.779], [-0.116, -0.342, 0.059], [-0.185, 0.464, -1.472], [-0.183, 0.414, 2.937], [0.333, 1.103, -1.551], [-0.012, -0.881, 0.371], [0.270, 0.958, 0.742], [0.122, -1.283, 0.578], [-0.791, 0.391, -0.830], [-0.098, -1.135, -0.004], [1.535, 0.867, 0.442], [-2.011, -1.695, -0.757], [0.675, 0.386, 1.026], [-0.635, -0.305, -1.594], [0.962, 0.141, 0.819], [-0.585, 0.671, 0.652], [-0.190, -0.117, -0.416], [0.308, 0.592, -0.082], [-0.051, -0.694, -0.069], [0.447, 0.728, -0.027], [0.174, -0.062, 0.082], [0.113, 0.203, -0.336], [0.046, -0.170, -0.536], [-0.678, -0.176, 0.134], [0.215, -0.079, -0.310], [0.080, -0.037, 0.088], [-0.307, 0.399, -1.122], [0.271, -0.255, 0.423], [-1.012, 0.171, 1.377], [2.211, 0.592, -0.347], [-1.649, 1.671, -1.827], [-0.884, -1.796, -1.060], [0.288, -0.707, 1.333], [0.299, 0.078, -0.406], [-0.234, -0.227, 0.077], [0.352, -0.247, 0.498], [0.038, -0.862, -0.575], [0.428, 0.276, -0.437], [-0.239, -0.080, 0.035], [-0.621, 0.368, 0.365], [-0.244, -0.491, -0.519]],
  "lowdin_spin": [0.01, 0.00, 0.00, 0.00, 0.00, 0.00, 0.00, 0.00, 0.00, 0.00, 0.00, 0.00, 0.00, 0.00, 0.00, 0.00, 0.00, 0.00, 0.00, 0.00, 0.00, 0.00, 0.00, 0.00, 0.00, 0.00, 0.00, 0.00, 0.00, 0.10, 0.04, 0.04, 0.00, 0.05, 0.01, 0.03, 0.15, 0.12, 0.03, 0.20, 0.06, 0.09, 0.01, 0.00, 0.00, 0.00, 0.00, 0.01, 0.00, 0.02, 0.00, 0.01, 0.00, 0.00, 0.00, 0.00, 0.00, 0.00, 0.00, 0.00, 0.00, 0.00, 0.00, 0.00, 0.00, 0.00, 0.00]
}

{
  "formula": "C28H30N2RuS4",
  "method": "ωB97M-V/def2-TZVPD",
  "total_energy_ha": -2881.73700,
  "de_lowest_kj_mol": 238.2,
  "charge": 1,
  "spin_multiplicity": 2,
  "lumo_energy_ev": [-2.6, -3.0],
  "species": ["Ru", "C", "C", "S", "C", "C", "S", "C", "C", "S", "C", "C", "S", "H", "H", "H", "H", "H", "H", "H", "H", "H", "H", "H", "H", "H", "H", "H", "H", "C", "C", "C", "C", "C", "C", "N", "N", "C", "C", "C", "C", "C", "C", "H", "H", "H", "H", "H", "H", "H", "H", "H", "C", "C", "C", "C", "C", "C", "C", "C", "H", "H", "H", "H", "H"],
  "coordinates": [[-0.219052, 0.721175, 0.772409], [-2.518297, -0.280304, 2.766357], [-3.069005, 1.091647, 2.322259], [-2.383380, 1.539601, 0.689506], [-2.299649, 3.350738, 0.490201], [-0.898249, 3.798964, 0.064847], [0.170047, 2.522797, -0.669766], [-0.704201, 2.065306, -2.228784], [-1.831618, 1.012695, -2.308238], [-1.192199, -0.697576, -2.156134], [-2.279096, -1.750208, -1.144233], [-2.684638, -1.448000, 0.297895], [-1.405528, -1.104406, 1.576718], [-3.327493, -0.964335, 3.020778], [-1.882974, -0.155509, 3.641745], [-2.795101, 1.849292, 3.049339], [-4.152274, 1.066427, 2.222423], [-2.608052, 3.842272, 1.411187], [-3.034848, 3.599823, -0.273817], [-0.313610, 4.098937, 0.934487], [-0.959334, 4.646893, -0.617332], [0.106988, 1.767232, -2.894096], [-1.104003, 2.998911, -2.630014], [-2.247690, 1.061961, -3.315355], [-2.636981, 1.165025, -1.598042], [-1.705253, -2.678913, -1.205552], [-3.189793, -1.902593, -1.726152], [-3.207049, -2.342069, 0.644919], [-3.404300, -0.633522, 0.307062], [3.460932, -3.152249, -0.875569], [3.125211, -1.888705, -1.600751], [2.577818, -0.753091, -0.701202], [2.358402, -1.066935, 0.738267], [2.673785, -2.243045, 1.269654], [3.281768, -3.291510, 0.438167], [1.619797, -0.053746, 1.419723], [2.058045, 0.234603, 2.558783], [1.305484, 1.207917, 3.209029], [1.812939, 1.653373, 4.432207], [1.166238, 2.668026, 5.103635], [0.029979, 3.225112, 4.524177], [-0.462348, 2.755117, 3.313087], [0.132579, 1.705859, 2.593819], [3.893180, -3.960455, -1.453405], [3.971498, -1.580817, -2.215655], [3.090159, 0.206168, -0.815504], [2.439228, -2.447363, 2.306262], [3.567710, -4.214744, 0.925376], [2.714907, 1.197698, 4.819947], [1.540380, 3.035157, 6.049133], [-0.478417, 4.041393, 5.023804], [-1.343471, 3.255638, 2.927621], [0.098173, -0.371047, -1.009141], [1.269395, -0.833639, -1.428269], [1.778183, -1.858061, -2.478416], [0.979969, -3.115258, -2.506991], [0.399904, -3.586334, -3.642299], [0.543824, -2.910769, -4.872668], [1.344427, -1.749594, -4.935576], [1.951747, -1.251459, -3.827589], [0.889519, -3.659022, -1.572894], [-0.169325, -4.507678, -3.608219], [0.080279, -3.301405, -5.767042], [1.492816, -1.260587, -5.890324], [2.581916, -0.370835, -3.895795]],
  "forces_ev_per_angstrom": [[0.015, -0.082, -0.026], [0.006, -0.006, -0.006], [0.004, 0.017, -0.002], [-0.024, 0.005, 0.016], [0.013, -0.011, -0.004], [-0.009, 0.003, -0.002], [-0.025, 0.016, -0.004], [0.001, 0.010, 0.011], [0.040, -0.011, -0.009], [0.001, 0.009, -0.009], [-0.001, -0.011, -0.023], [-0.002, 0.006, 0.003], [-0.009, 0.026, 0.030], [0.002, -0.003, -0.001], [-0.007, 0.000, 0.007], [0.000, -0.003, -0.003], [-0.002, -0.004, 0.007], [0.008, -0.012, 0.004], [0.004, -0.003, 0.001], [-0.007, 0.006, 0.000], [0.004, 0.001, -0.003], [-0.015, -0.002, -0.010], [0.003, 0.002, 0.002], [-0.001, 0.000, -0.004], [0.008, 0.007, -0.007], [-0.013, -0.009, 0.010], [0.006, 0.005, -0.010], [0.002, -0.003, 0.002], [-0.005, -0.003, 0.005], [-0.007, -0.015, 0.006], [-0.002, 0.037, -0.020], [-0.007, -0.028, 0.000], [-0.010, 0.027, 0.004], [0.005, -0.002, -0.005], [-0.008, 0.012, 0.008], [0.021, -0.009, 0.002], [0.007, -0.006, -0.010], [-0.008, 0.003, -0.007], [0.002, -0.002, -0.003], [0.000, 0.001, 0.005], [-0.003, 0.005, 0.002], [0.009, -0.020, -0.009], [-0.006, 0.049, 0.028], [0.001, -0.002, 0.003], [0.005, -0.007, 0.003], [-0.002, 0.001, -0.002], [0.003, -0.005, -0.001], [0.001, -0.001, -0.004], [0.000, 0.000, -0.001], [-0.001, 0.000, 0.000], [0.001, 0.000, 0.000], [-0.001, 0.005, 0.006], [0.002, 0.005, 0.019], [-0.014, 0.017, -0.006], [0.007, -0.026, 0.012], [-0.001, -0.004, -0.003], [0.000, 0.002, 0.001], [0.001, 0.001, -0.002], [-0.006, -0.004, -0.004], [0.006, 0.013, 0.003], [0.001, 0.002, 0.000], [0.001, 0.000, 0.001], [0.000, 0.000, 0.000], [0.003, 0.003, 0.002], [-0.001, 0.000, -0.006]],
  "lowdin_spin": [0.00, 0.00, 0.00, 0.00, 0.00, 0.00, 0.00, 0.00, 0.00, 0.01, 0.00, 0.00, 0.00, 0.00, 0.00, 0.00, 0.00, 0.00, 0.00, 0.00, 0.00, 0.00, 0.00, 0.00, 0.00, 0.00, 0.00, 0.00, 0.00, 0.00, 0.05, 0.00, 0.00, 0.00, 0.00, 0.00, 0.00, 0.00, 0.00, 0.00, 0.00, 0.00, 0.00, 0.00, 0.00, 0.00, 0.00, 0.00, 0.00, 0.00, 0.00, 0.00, 0.00, 0.05, 0.06, 0.22, 0.01, 0.31, 0.01, 0.22, 0.01, -0.01, 0.02, -0.01, 0.01]
}